Arrangement one

The following is a DFT calculation (the ωB97M-V functional and the def2-TZVPD basis) of the molecule C2H7NO2Si.

Geometry as XYZ:
```
13
C2H7NO2Si the ωB97M-V functional and the def2-TZVPD basis
C 0.7393 -0.2129 -1.2773
C -0.1781 0.2338 -0.1943
N 0.0772 1.5012 0.5308
O 1.1743 1.9571 0.6280
O -0.9446 2.0718 0.9727
Si -0.5850 -1.0899 1.1018
H 0.6128 0.4546 -2.1802
H 0.5109 -1.1985 -1.6025
H 1.8653 -0.3311 -1.0106
H -1.2525 0.4442 -0.8124
H -1.6606 -0.6726 1.8212
H -1.0388 -2.0665 0.1846
H 0.6798 -1.0911 1.8382
```

Computed properties:
* HOMO-LUMO gap: 0.4087 hartree
* structure (SMILES): C[C@@H]([SiH3])[N+](=O)[O-]
* E_LUMO: 0.359 eV
* multiplicity: 1
* net charge: 0

---

Arrangement two

The following is a DFT calculation (the ωB97M-V functional and the def2-TZVPD basis) of a cluster of 2 separate species, C2H7NO2Si in total.

Geometry as XYZ:
```
13
C2H7NO2Si the ωB97M-V functional and the def2-TZVPD basis
C 0.9902 0.9690 -1.0981
C 0.4360 -1.4277 1.1139
N -1.8746 0.2133 -0.3571
O -2.6848 -0.5576 0.1213
O -2.1977 0.8714 -1.3364
Si -0.0507 0.1656 0.2996
H 2.0551 0.8153 -0.8990
H 0.7269 0.5440 -2.0734
H 0.9397 1.9993 -1.2486
H 0.2398 -2.2720 0.4868
H 1.5050 -1.1695 1.0979
H 0.0451 -1.6128 2.0998
H -0.1300 1.4618 1.7936
```

Computed properties:
* HOMO-LUMO gap: 0.3838 hartree
* E_LUMO: 0.042 eV
* multiplicity: 1
* net charge: 0

---

Quick one: least stable of them? arrangement one

---

Arrangement one

The following is a DFT calculation (the ωB97M-V functional and the def2-TZVPD basis) of a cluster of 2 separate species, C5H13NOS in total.

Geometry as XYZ:
```
21
C5H13NOS the ωB97M-V functional and the def2-TZVPD basis
C -0.2869 1.7781 0.2824
C 1.2239 1.6029 0.3643
O 1.8040 1.8283 -0.9508
C -0.8621 0.9113 -0.8370
N -0.4559 -0.4785 -0.8955
C -1.1464 -1.4711 -0.0579
C -0.2065 -2.6551 0.2268
S 1.3558 -2.0773 0.9874
H -0.4646 2.8321 0.1361
H -0.7032 1.5168 1.2690
H 1.7331 2.3597 1.0727
H 1.4508 0.5241 0.6762
H 2.6642 1.4403 -0.9826
H -1.9922 0.9466 -0.7774
H -0.5489 1.4254 -1.8230
H 0.5274 -0.5546 -0.6222
H -1.5203 -1.0155 0.8625
H -2.0494 -1.8818 -0.4951
H 0.0221 -3.1232 -0.7066
H -0.7035 -3.3837 0.8478
H 0.1586 -0.5247 1.4229
```

Computed properties:
* HOMO-LUMO gap: 0.2880 hartree
* E_LUMO: -0.928 eV
* multiplicity: 1
* net charge: 0

---

Arrangement two

The following is a DFT calculation (the ωB97M-V functional and the def2-TZVPD basis) of a cluster of 2 separate species, C5H13NOS in total.

Geometry as XYZ:
```
21
C5H13NOS the ωB97M-V functional and the def2-TZVPD basis
C -0.9353 -1.8986 0.3086
C -1.5393 -3.0564 -0.4865
C 0.3276 -1.2148 -0.2375
O 1.2065 -0.6170 0.3595
N 0.5150 -1.3558 -1.5925
H -1.6484 -1.0728 0.4866
H -0.7047 -2.2260 1.3259
H -2.4751 -2.6833 -0.9243
H -1.6915 -3.9543 0.1207
H 1.2568 -0.8632 -2.0621
H -0.1125 -1.9111 -2.1419
H -0.9906 -3.3454 -1.3779
C 2.1684 2.5805 1.2078
C -0.5727 2.7764 0.1524
S 0.3997 2.3464 1.6240
H 2.4731 1.5657 0.9239
H 2.3124 3.2035 0.3315
H 2.5853 2.8955 2.1502
H -0.3362 2.3288 -0.8008
H -0.6457 3.8639 0.0972
H -1.5928 2.6380 0.5351
```

Computed properties:
* HOMO-LUMO gap: 0.3177 hartree
* structure (SMILES): CCC(N)=O.CSC
* E_LUMO: 0.820 eV
* multiplicity: 1
* net charge: 0

---

Quick one: least stable of them? arrangement one

---

Arrangement one

The following is a DFT calculation (the ωB97M-V functional and the def2-TZVPD basis) of a cluster of 2 separate species, C5H13NOS in total.

Geometry as XYZ:
```
21
C5H13NOS the ωB97M-V functional and the def2-TZVPD basis
C -1.3973 0.9274 -1.5069
C -1.8694 1.0519 0.9641
C 0.6522 -2.1301 0.3993
C -1.4751 0.1992 -0.2311
C 0.7227 -0.7307 0.8959
N 2.9416 0.1328 -0.3108
O 1.2642 1.7723 0.5491
S 1.2232 0.5349 -0.2316
H -0.7041 0.4440 -2.2348
H -2.4101 0.9438 -2.0767
H -0.8508 1.7635 -1.2260
H -1.6590 0.3627 1.7319
H -2.9346 1.3575 0.8595
H -1.2106 1.8449 1.1206
H 1.4591 -2.5962 0.9646
H 0.9371 -2.1706 -0.6033
H -0.2881 -2.7661 0.7474
H -1.5725 -0.8685 -0.1322
H 0.5805 -0.6229 1.9875
H 3.5184 1.0144 -0.4915
H 3.0724 -0.4640 -1.1752
```

Computed properties:
* HOMO-LUMO gap (alpha / beta): 0.2843 / 0.3131 hartree
* E_LUMO (alpha / beta): 0.021 / 0.406 eV
* multiplicity: 1
* net charge: 0

---

Arrangement two

The following is a DFT calculation (the ωB97M-V functional and the def2-TZVPD basis) of the molecule C5H13NOS.

Geometry as XYZ:
```
21
C5H13NOS the ωB97M-V functional and the def2-TZVPD basis
C 0.4046 -0.9077 -0.7438
C 0.6906 -0.9459 -2.2214
S 2.2045 -1.8113 -2.7920
C 1.2775 0.0204 0.1319
N 0.6341 1.0153 0.9803
C -0.4502 0.5989 1.8380
C -1.8733 0.7655 1.2646
O -1.9674 2.0678 0.6920
H -0.6523 -0.6337 -0.6592
H 0.4455 -1.9210 -0.3170
H 0.8456 0.0504 -2.6286
H -0.1387 -1.3660 -2.7742
H 2.6117 -2.3730 -1.6506
H 2.0130 0.5302 -0.4828
H 1.8825 -0.6181 0.7914
H 0.3480 1.8356 0.4366
H -0.3452 -0.4459 2.1272
H -0.4358 1.2161 2.7365
H -2.0991 -0.0132 0.5342
H -2.4764 0.7278 2.1806
H -2.9193 2.2078 0.5564
```

Computed properties:
* HOMO-LUMO gap: 0.3428 hartree
* structure (SMILES): OCCNCCCS
* E_LUMO: 0.764 eV
* multiplicity: 1
* net charge: 0

---

Quick one: least stable of them? arrangement one